No. 1
Entry from OMol25: 2 unconnected molecules or ions with the total composition C6H12O (ωB97M-V/def2-TZVPD).

XYZ file:
```
19
Properties=species:S:1:pos:R:3:forces:R:3
C 0.0674 -0.2451 -2.5087 0.035 -0.032 -0.059
C -0.5151 0.1737 -1.1893 0.106 0.044 0.154
C 0.1102 0.0468 -0.0309 -0.069 0.100 -0.151
C 1.3395 -0.3128 0.6886 0.170 -0.089 -0.042
C 0.1679 0.3814 1.3934 -0.148 0.036 0.039
C 0.2639 1.8418 1.7802 0.024 0.045 0.015
H 0.3498 0.6371 -3.0968 -0.052 -0.134 0.052
H -0.6550 -0.8131 -3.1046 0.103 0.051 0.076
H 0.9626 -0.8579 -2.3627 -0.133 0.104 -0.033
H -1.5008 0.6421 -1.1996 0.132 -0.059 -0.006
H 2.2441 0.2637 0.4978 -0.163 -0.062 0.032
H 1.5123 -1.3602 0.9315 -0.044 0.177 -0.033
H -0.3898 -0.2570 2.0788 0.082 0.087 -0.121
H 0.8090 2.4000 1.0103 -0.062 -0.083 0.131
H 0.7815 1.9773 2.7362 -0.081 -0.042 -0.119
H -0.7352 2.2845 1.8641 0.158 -0.056 0.005
O -1.4864 -2.6349 0.2741 -0.087 -0.002 -0.013
H -2.3221 -2.1986 0.4723 0.038 -0.087 0.019
H -1.0039 -1.9690 -0.2347 -0.008 0.002 0.055
```
Forces are in eV/Å.

The SMILES is C/C=C1\C[C@H]1C.O. The HOMO energy comes out at -0.349 hartree. The value obtained for the relative energy (zero: lowest compared OMol25 entry of this formula, charge and spin) is 1.8978 eV. For the largest force on an atom, the calculation gives 0.2 eV/Å. The LUMO energy is 0.03421 Ha. As for the orbital gap: 10.426 eV.

=====

No. 2
Entry from OMol25: 5 unconnected molecules or ions with the total composition C45H72ClF13N2O10P in a non-equilibrium geometry (ωB97M-V/def2-TZVPD).

XYZ file:
```
144
Properties=species:S:1:pos:R:3:forces:R:3
C -3.5859 -5.5110 4.6162 0.320 -0.137 0.149
C -2.8920 -5.0792 3.2766 -0.867 -0.131 0.399
C -3.6798 -3.8776 2.5739 0.129 -1.894 0.248
F -4.7923 -3.5204 3.3622 0.790 0.635 -0.394
C -2.7989 -2.7107 2.0699 0.403 -1.204 -1.565
C -3.2157 -2.1128 0.6586 -0.650 1.359 -0.431
C -4.7511 -2.1894 0.3050 -0.313 0.404 -1.596
C -4.9387 -3.0167 -1.0398 -0.728 0.598 0.500
C -5.2731 -2.2388 -2.3474 0.735 -0.562 0.625
N -4.8503 -4.2833 -1.0456 -0.040 0.580 -0.352
C -2.7564 -0.5850 0.5096 1.218 -0.713 1.890
P -2.9342 0.1081 -1.2160 -1.037 0.050 -1.263
C -1.9439 -1.1072 -2.2721 0.863 0.503 0.584
C -1.9632 1.7138 -1.4203 1.602 -0.030 -0.043
C -1.2796 1.7898 -2.8527 -1.226 0.235 0.678
C -3.4869 0.2100 1.6534 -0.094 0.504 0.226
C -3.0889 1.7408 1.7319 -1.969 0.238 -1.675
C -4.1970 2.5428 0.8716 -0.575 2.034 0.276
C -5.5529 2.9235 1.7295 1.719 -1.152 0.830
O -4.3763 3.8873 1.2572 2.009 -3.233 -0.086
C -3.2902 -0.4474 3.0913 -0.481 1.822 -0.221
C -4.6225 -0.5448 3.8910 0.080 0.387 0.613
C -4.8101 0.7192 4.7947 0.884 -1.020 -0.153
O -5.7610 1.3837 4.7861 -1.434 0.785 -0.129
Cl -3.5107 1.1892 5.9902 0.048 -0.630 -0.577
N -2.4380 -1.6672 3.0670 0.352 0.220 0.104
C -2.1152 -2.1253 4.4569 0.739 -0.117 1.920
C -0.6480 -2.5746 4.6529 0.510 -0.002 0.487
C 0.4334 -1.4704 4.4114 0.419 0.014 -1.388
C -0.0309 0.0058 4.6064 0.667 -0.442 0.621
C 1.0231 -1.5949 2.9311 0.102 0.369 0.367
C 2.5378 -1.9795 2.8839 1.907 -0.463 -0.893
C 2.8265 -3.2604 2.0490 -0.231 -0.016 -0.316
C 2.6355 -3.3306 0.7009 -0.149 0.011 -0.246
C 3.1256 -2.2494 -0.3041 -1.528 -0.196 0.448
C 1.9301 -4.5552 0.0486 1.966 0.280 -0.360
H -3.7881 -4.6613 5.2981 0.092 -0.465 -0.408
H -4.5519 -6.0290 4.4255 0.634 0.505 0.022
H -2.9527 -6.2307 5.1792 -0.278 0.454 -0.491
H -1.8164 -4.8549 3.3811 -0.544 -0.026 0.192
H -2.9630 -5.9801 2.6211 0.183 0.854 0.225
H -4.1251 -4.4011 1.7176 0.161 0.761 -0.100
H -1.8253 -3.2113 1.8306 -0.662 0.302 0.458
H -2.6615 -2.6654 -0.1321 -0.354 0.045 0.862
H -5.1388 -1.1780 0.0292 0.459 -0.612 0.527
H -5.4278 -2.5527 1.1043 0.584 -0.142 -0.398
H -6.1167 -2.7209 -2.8758 0.388 0.309 0.415
H -4.3751 -2.3573 -2.9962 -0.697 0.285 0.235
H -5.4450 -1.1625 -2.1393 0.018 -0.783 -0.309
H -4.6812 -4.5840 -0.0932 0.095 -0.448 0.144
H -1.6522 -0.5734 0.7604 -0.676 0.093 -0.145
H -1.9879 -0.8477 -3.3474 -0.273 -0.031 0.695
H -2.3011 -2.1485 -2.1647 0.257 0.595 0.078
H -0.8692 -0.9987 -1.9787 -0.680 -0.526 -0.218
H -1.1407 1.8174 -0.6704 -0.587 -0.082 -0.366
H -2.5927 2.6193 -1.3302 0.007 -0.778 0.148
H -1.9823 1.3143 -3.5673 0.741 0.225 0.093
H -1.2365 2.8635 -3.1343 0.372 -0.751 0.114
H -0.2823 1.3145 -2.8438 -0.687 0.257 -0.185
H -4.5941 0.2308 1.5127 0.821 -0.316 -0.331
H -2.1146 1.9567 1.2529 -0.349 -0.120 0.620
H -3.1910 2.1515 2.7575 0.422 -0.192 -0.591
H -4.3401 2.2422 -0.2032 -0.098 0.506 1.195
H -5.2005 2.1324 2.4915 0.351 1.229 0.176
H -5.7079 3.6685 2.5401 -1.975 -0.087 -0.968
H -2.6739 0.3130 3.6278 -0.249 -0.939 -0.143
H -5.5342 -0.5574 3.2524 0.753 -0.054 0.321
H -4.7060 -1.4014 4.5908 0.311 0.332 -0.491
H -1.5273 -1.3122 2.7275 -0.351 -0.063 0.059
H -2.7836 -2.8958 4.8834 0.021 0.367 -0.970
H -2.2601 -1.2381 5.1184 0.067 -0.545 -0.633
H -0.5597 -2.8990 5.7189 -0.360 0.239 -0.711
H -0.3504 -3.4713 4.0622 -0.449 0.559 0.295
H 1.2968 -1.6944 5.0771 -0.774 0.264 -0.219
H -0.6130 0.3788 3.7333 0.159 -0.150 0.718
H -0.5545 0.1244 5.5790 0.038 0.161 -0.722
H 0.8770 0.6450 4.6573 -0.596 -0.319 -0.130
H 0.4374 -2.3331 2.3280 0.426 0.423 0.345
H 0.9361 -0.5959 2.4376 -0.093 -0.721 0.219
H 3.1250 -1.1615 2.3943 -0.555 -0.309 0.488
H 2.9901 -2.1135 3.8927 -0.538 0.191 -0.558
H 3.2501 -4.1807 2.5091 -1.541 0.359 0.305
H 2.2908 -1.6083 -0.6891 0.688 -0.225 0.256
H 3.4865 -2.8026 -1.1942 -0.005 0.380 0.774
H 3.9309 -1.6348 0.1428 -0.550 -0.284 -0.367
H 0.8495 -4.3374 -0.1136 0.733 -0.121 0.236
H 2.0756 -5.4863 0.6348 -0.333 0.575 -0.190
H 2.4198 -4.7011 -0.9445 -0.678 -0.193 0.509
C -2.2581 5.2182 3.6999 0.138 -0.143 0.255
C -1.3410 5.4338 2.5134 -0.826 0.122 -0.098
O 0.0392 5.4457 2.9239 0.663 -0.330 0.049
C 0.6092 4.2584 3.1010 -1.107 0.450 -0.363
O 0.0610 3.2004 2.9492 0.458 -0.211 0.109
C 2.0830 4.4306 3.4833 1.329 0.260 0.572
F 2.2582 5.3720 4.4217 -0.378 -0.167 -0.242
F 2.8169 4.7932 2.4165 -0.436 -0.107 -0.010
F 2.6183 3.3009 3.9648 -0.479 -0.008 -0.232
H -2.0628 5.9618 4.4742 -0.045 0.063 -0.092
H -3.3028 5.2902 3.3951 0.097 0.021 -0.073
H -2.0959 4.2370 4.1504 -0.039 -0.028 -0.079
H -1.5374 6.4080 2.0678 0.306 0.016 0.072
H -1.5038 4.6848 1.7365 0.175 -0.073 0.122
C 6.3743 -4.7734 -5.9471 -0.037 0.014 0.384
C 5.7538 -3.5139 -6.5147 0.445 -0.457 -0.495
O 4.8120 -2.9407 -5.5870 -0.317 0.455 0.426
C 5.3320 -2.1999 -4.6079 0.611 -0.582 -1.035
O 6.4972 -1.9862 -4.4468 -0.347 0.252 0.427
C 4.2132 -1.6206 -3.7375 -0.711 0.412 0.883
F 3.2773 -2.5369 -3.4272 0.278 -0.014 -0.318
F 3.5679 -0.6146 -4.3690 0.452 -0.856 0.344
F 4.6839 -1.1339 -2.5794 0.090 -0.121 -0.665
H 5.5986 -5.4826 -5.6524 -0.002 -0.006 -0.154
H 7.0247 -5.2456 -6.6834 -0.048 0.047 -0.015
H 6.9637 -4.5548 -5.0556 0.069 0.047 -0.105
H 5.1904 -3.7538 -7.4157 -0.236 0.139 0.190
H 6.5121 -2.7812 -6.7935 -0.076 0.082 0.242
C 2.9251 1.9364 -5.4862 -0.016 0.175 -0.332
C 1.4202 1.8895 -5.3277 0.469 -0.619 0.058
O 0.8391 3.1965 -5.4762 -0.397 0.399 -0.117
C 0.6515 3.6162 -6.7316 0.399 -1.002 0.301
O 0.9309 2.9937 -7.7135 -0.217 0.446 -0.044
C -0.0167 4.9941 -6.7304 -0.439 1.335 -0.137
F 0.5523 5.8312 -5.8452 0.031 -0.402 -0.075
F -1.3214 4.9015 -6.4024 0.295 -0.325 0.006
F 0.0482 5.5846 -7.9259 0.120 -0.476 0.195
H 3.3565 2.6601 -4.8007 -0.186 -0.094 0.082
H 3.3620 0.9550 -5.2919 -0.218 0.709 -0.260
H 3.2050 2.2458 -6.4946 -0.078 -0.061 -0.005
H 1.1684 1.5549 -4.3206 -0.087 0.292 -0.071
H 0.9630 1.1857 -6.0259 -0.043 0.218 -0.115
C 4.8750 4.3372 -0.1629 -0.090 0.177 -0.209
C 6.1442 3.5818 -0.5013 -0.226 0.172 0.663
O 6.1568 3.2390 -1.8952 0.227 -0.152 -0.546
C 6.5343 4.2028 -2.7389 0.027 0.075 1.126
O 6.8591 5.3087 -2.4220 0.008 -0.097 -0.480
C 6.5150 3.6702 -4.1734 0.053 -0.330 -1.346
F 5.3913 2.9640 -4.4136 0.413 0.229 0.284
F 7.5539 2.8533 -4.4194 -0.157 0.165 0.432
F 6.5703 4.6495 -5.0800 -0.072 -0.022 0.535
H 3.9962 3.7658 -0.4694 0.055 -0.084 0.105
H 4.8137 4.5333 0.9071 0.053 -0.040 -0.031
H 4.8368 5.2910 -0.6911 0.084 0.002 0.088
H 6.1783 2.6424 0.0502 0.011 -0.107 -0.302
H 7.0366 4.1467 -0.2282 -0.036 0.070 -0.263
```
Forces are in eV/Å.

Its net charge is +1. The HOMO energy comes out at -0.383 hartree. For the largest force on an atom, the calculation gives 3.8 eV/Å. The LUMO energy is -0.08301 Ha. As for the orbital gap: 8.164 eV.

=====

No. 3
Entry from OMol25: 2 unconnected molecules or ions with the total composition C4H12 in a non-equilibrium geometry (ωB97M-V/def2-TZVPD).

XYZ file:
```
16
Properties=species:S:1:pos:R:3:forces:R:3
C 0.1985 -1.0695 -1.8184 2.104 -0.243 1.921
C -0.7292 -2.0125 -1.1223 -1.025 -1.450 2.322
H 0.5762 -0.2310 -1.1960 -0.335 -0.614 -0.278
H 1.0834 -1.5449 -2.2431 -0.116 -0.107 0.006
H -0.3590 -0.6650 -2.5519 -1.376 1.691 -2.962
H -1.8086 -1.7972 -1.3097 0.808 0.015 -0.082
H -0.5827 -3.0924 -1.4441 -0.066 1.272 0.654
H -0.6519 -1.9048 0.0309 0.075 -0.665 -1.793
C 0.2367 0.7804 1.3753 1.694 -2.202 -2.773
C 0.3198 2.2591 1.4574 0.592 3.621 1.100
H 1.2695 0.2619 1.4268 -1.584 0.884 0.187
H -0.3387 0.5077 2.1862 -1.068 -1.182 1.847
H -0.2714 0.2427 0.4672 0.841 1.703 1.442
H 1.2333 2.8131 1.0832 -0.969 -1.055 -0.435
H 0.4075 2.6220 2.5432 -0.314 -0.937 -1.097
H -0.5834 2.8304 1.1152 0.739 -0.731 -0.059
```
Forces are in eV/Å.

The SMILES is CC.CC. The HOMO energy comes out at -0.410 hartree. The value obtained for the relative energy (zero: lowest compared OMol25 entry of this formula, charge and spin) is 1.1049 eV. For the largest force on an atom, the calculation gives 3.9 eV/Å. The LUMO energy is 0.04242 Ha. As for the orbital gap: 12.314 eV.

=====

Number 1: calculated total energy -310.9895 a.u.. Number 2: calculated total energy -4719.0818 a.u.. Number 3: calculated total energy -159.5444 a.u..